i:
Here is 2 unconnected molecules or ions with the total composition C3H12N3O from the Open Molecules 2025 dataset. Energies are from the ωB97M-V functional and the def2-TZVPD basis.

Values from the calculation:
HOMO-LUMO gap = 7.327 eV
charge = -1
2S+1 = 1
E_HOMO = -3.04 eV

Cartesian coordinates (Å):
C (-0.18698, 0.32524, -1.69245)
N (-0.74034, 0.46803, -0.35625)
C (-1.95563, -0.30282, -0.17892)
N (-3.18712, 0.38814, -0.55924)
H (0.85591, 0.63598, -1.66941)
H (-0.22027, -0.71281, -2.06219)
H (-0.72763, 0.95530, -2.41032)
H (-0.05757, 0.00994, 0.33382)
H (-2.02395, -0.56364, 0.87507)
H (-1.91986, -1.24039, -0.75179)
H (-3.24407, 1.23942, -0.01856)
H (-3.12970, 0.68770, -1.52290)
N (2.94849, -0.31331, 0.23104)
C (2.00314, 0.14095, 1.32386)
O (0.96310, -0.69334, 1.43813)
H (3.90667, -0.29108, 0.50043)
H (2.69493, -1.28328, 0.05310)
H (2.61508, 0.20659, 2.25734)
H (1.70455, 1.17203, 1.04562)

Atomic partial charges in e from the Löwdin method, atoms 1 to 8:
1. C -0.1753
2. N -0.1333
3. C -0.3702
4. N -0.0200
5. H 0.0568
6. H 0.0633
7. H 0.0513
8. H 0.0352



ii:
Here is 2 unconnected molecules or ions with the total composition C3H12N3O from the Open Molecules 2025 dataset. Energies are from the ωB97M-V functional and the def2-TZVPD basis.

Values from the calculation:
HOMO-LUMO gap = 7.415 eV
charge = -1
2S+1 = 1
E_HOMO = -3.02 eV

Cartesian coordinates (Å):
N (-0.54993, -1.71718, -1.26980)
C (0.70638, -1.62605, -0.52549)
C (1.42340, -0.35717, -0.96912)
N (2.49169, 0.08270, -0.06533)
H (-1.18686, -0.96056, -0.89457)
H (-1.00745, -2.60384, -1.14020)
H (1.31804, -2.51997, -0.68210)
H (0.49171, -1.53693, 0.55315)
H (1.93283, -0.60211, -1.91315)
H (0.65496, 0.39538, -1.13921)
H (2.96881, 0.88567, -0.44940)
H (2.07213, 0.42627, 0.79452)
N (-0.92191, 2.05867, 1.63784)
C (-1.62401, 0.80502, 1.16983)
O (-1.50266, 0.61525, -0.14623)
H (-0.51918, 2.51404, 0.82623)
H (-1.57606, 2.71043, 2.05616)
H (-1.18747, -0.02259, 1.77829)
H (-2.68497, 0.93980, 1.51260)

Atomic partial charges in e from the Löwdin method, atoms 1 to 8:
1. N -0.0435
2. C -0.3200
3. C -0.3167
4. N -0.0274
5. H 0.0291
6. H 0.0280
7. H 0.0922
8. H 0.0909



From most stable to least stable, the computed energies give ii, i.



i:
Here is 2 unconnected molecules or ions with the total composition C5H11NO2 from the Open Molecules 2025 dataset. Energies are from the ωB97M-V functional and the def2-TZVPD basis.

Values from the calculation:
⟨S²⟩ = 0.780
HOMO-LUMO gap (alpha / beta) = 10.791 / 5.881 eV
charge = +1
2S+1 = 2
E_HOMO (alpha / beta) = -15.06 / -15.05 eV

Cartesian coordinates (Å):
C (0.48211, 1.32162, -0.72810)
N (-0.29569, 0.54375, 0.13656)
C (0.19648, 0.52484, 1.52714)
C (0.81632, -0.90215, 1.83837)
C (0.15238, -1.87081, 0.83910)
C (-0.63690, -0.90638, -0.16425)
O (1.18325, 2.28564, -0.43003)
H (0.47307, 1.05179, -1.77458)
H (0.72021, 1.44759, 1.77142)
H (-0.74283, 0.68990, 2.15064)
H (0.49804, -1.33011, 2.87470)
H (1.96065, -0.78385, 1.87707)
H (-0.47505, -2.53796, 1.32315)
H (0.84817, -2.44536, 0.34175)
H (-1.71939, -1.03617, -0.05737)
H (-0.40785, -1.11007, -1.18311)
H (-1.21567, 1.88223, -2.68563)
H (-0.86804, 1.13432, -4.05536)
O (-0.96925, 2.04119, -3.60150)

Atomic partial charges in e from the Löwdin method, atoms 1 to 8:
1. C -0.1791
2. N 0.0840
3. C -0.0944
4. C -0.1068
5. C -0.1006
6. C -0.0322
7. O 0.2082
8. H 0.1398



ii:
Here is 2 unconnected molecules or ions with the total composition C5H11NO2 from the Open Molecules 2025 dataset. Energies are from the ωB97M-V functional and the def2-TZVPD basis.

Values from the calculation:
⟨S²⟩ = 0.822
HOMO-LUMO gap (alpha / beta) = 5.739 / 6.275 eV
charge = +1
2S+1 = 2
E_HOMO (alpha / beta) = -13.94 / -14.07 eV

Cartesian coordinates (Å):
C (-0.19073, 0.42228, -0.30724)
N (0.41930, 1.61619, 0.24006)
C (1.80525, 1.67586, -0.15572)
O (1.91534, 1.60308, -1.66324)
C (-1.40597, -0.10820, 0.64030)
C (-1.80641, -1.46316, 0.35612)
C (-0.93219, -2.52084, 0.74158)
O (0.21135, -2.37738, 1.27497)
H (0.57046, -0.38230, -0.36708)
H (-0.66924, 0.55008, -1.28124)
H (-0.05864, 2.45460, -0.04352)
H (2.15513, 2.67881, 0.08612)
H (2.41483, 0.91069, 0.33057)
H (2.85322, 1.74671, -1.91069)
H (-2.27064, 0.54662, 0.49992)
H (-0.99722, 0.03236, 1.64987)
H (-2.79333, -1.71801, -0.04213)
H (0.15395, -2.13316, -0.73809)
H (-1.37447, -3.53423, 0.68942)

Atomic partial charges in e from the Löwdin method, atoms 1 to 8:
1. C -0.1566
2. N -0.0148
3. C -0.2109
4. O -0.0912
5. C -0.0982
6. C 0.0933
7. C -0.2471
8. O 0.0596



From most stable to least stable, the computed energies give i, ii.



i:
Here is a molecular structure, CHN2O3P from the Open Molecules 2025 dataset. Energies are from the ωB97M-V functional and the def2-TZVPD basis.

Values from the calculation:
HOMO-LUMO gap = 6.532 eV
charge = -2
2S+1 = 1
E_HOMO = 0.93 eV

Cartesian coordinates (Å):
C (-0.42745, -0.38275, 1.26543)
N (-0.80930, -0.38688, 2.35420)
N (-0.01636, 1.21449, 0.10325)
O (-0.32218, -0.10687, -2.02988)
O (-0.06494, -1.17326, 0.25214)
O (2.05465, -0.24533, -0.95779)
P (0.56906, -0.00370, -0.85609)
H (-0.98348, 1.08429, -0.13128)

Partial charges, Löwdin, in e:
1. C -0.6870
2. N -0.0115
3. N -0.1965
4. O -0.4542
5. O -0.2193
6. O -0.4573
7. P 0.0936
8. H -0.0678



ii:
Here is 2 unconnected molecules or ions with the total composition CHN2O3P from the Open Molecules 2025 dataset. Energies are from the ωB97M-V functional and the def2-TZVPD basis.

Values from the calculation:
HOMO-LUMO gap = 4.662 eV
charge = -2
2S+1 = 1
E_HOMO = 1.90 eV

Cartesian coordinates (Å):
C (0.66693, -1.14335, -0.15578)
N (1.31023, -1.97975, -0.88476)
N (1.25150, -1.75095, 0.84467)
O (-2.89929, 0.93736, -0.89907)
O (-1.92747, 1.56238, 1.35252)
O (-1.72819, 3.19823, -0.68075)
P (-2.16876, 1.88934, -0.05543)
H (-0.06008, -0.30220, -0.01011)

Partial charges, Löwdin, in e:
1. C -0.7286
2. N -0.1537
3. N -0.1617
4. O -0.3904
5. O -0.3826
6. O -0.4382
7. P 0.1992
8. H 0.0560



iii:
Here is 2 unconnected molecules or ions with the total composition CHN2O3P from the Open Molecules 2025 dataset. Energies are from the ωB97M-V functional and the def2-TZVPD basis.

Values from the calculation:
HOMO-LUMO gap (alpha / beta) = 4.054 / 4.144 eV
charge = -2
2S+1 = 1
E_HOMO (alpha / beta) = 2.77 / 2.72 eV

Cartesian coordinates (Å):
C (-0.10210, -0.08580, -0.32390)
N (3.48518, -0.28079, 0.34324)
N (4.07700, -1.28434, 0.14378)
O (-1.08499, 0.39493, -1.30206)
O (-2.82908, -0.99808, 0.04543)
O (-2.38592, 1.39441, 0.78961)
P (-1.79672, 0.05561, 0.24959)
H (0.63663, 0.80406, 0.05431)

Partial charges, Löwdin, in e:
1. C -0.4997
2. N -0.0065
3. N -0.0649
4. O -0.4991
5. O -0.5029
6. O -0.5651
7. P 0.2143
8. H -0.0762



From most stable to least stable, the computed energies give i, ii, iii.



i:
Here is 2 unconnected molecules or ions with the total composition C2H3OS3 from the Open Molecules 2025 dataset. Energies are from the ωB97M-V functional and the def2-TZVPD basis.

Values from the calculation:
HOMO-LUMO gap = 6.436 eV
charge = -1
2S+1 = 1
E_HOMO = -3.06 eV

Cartesian coordinates (Å):
C (1.47589, 0.32834, 0.46959)
C (-0.49575, 0.40861, -0.53705)
O (2.03541, 1.29922, -0.02269)
S (1.39809, -0.77600, 1.51319)
S (-1.63674, 0.85044, 0.75808)
S (-1.01189, -1.08890, -1.52955)
H (-0.38835, 1.10422, -1.27992)
H (-0.91720, -0.21898, 1.33790)
H (-0.45948, -1.90695, -0.70954)

Atomic partial charges in e from the Löwdin method, atoms 1 to 8:
1. C -1.0240
2. C -1.0622
3. O -0.0831
4. S 0.6526
5. S 0.4977
6. S 0.5174
7. H -0.0711
8. H -0.1782



ii:
Here is a gas-phase ion, C2H3OS3 (charge -1) from the Open Molecules 2025 dataset. Energies are from the ωB97M-V functional and the def2-TZVPD basis.

Values from the calculation:
HOMO-LUMO gap = 7.365 eV
charge = -1
SMILES string = O[C@H](S)C(=S)[S-]
2S+1 = 1
E_HOMO = -3.86 eV

Cartesian coordinates (Å):
O (1.63018, 0.32185, -0.50961)
C (0.26031, 0.58143, -0.54005)
S (-0.36836, 1.58279, 1.06610)
C (-0.50836, -1.06716, -0.06371)
S (-1.90219, -1.42557, -0.87605)
S (0.38879, -1.77345, 1.11501)
H (1.70287, -0.59190, 0.00632)
H (0.28792, 1.34839, -1.42621)
H (-1.49116, 1.02363, 1.22819)

Atomic partial charges in e from the Löwdin method, atoms 1 to 8:
1. O -0.2592
2. C -0.6110
3. S 0.5431
4. C -1.4341
5. S 0.4029
6. S 0.5059
7. H 0.0035
8. H 0.1070



From most stable to least stable, the computed energies give ii, i.